{
  "formula": "C2H5OS",
  "method": "ωB97M-V/def2-TZVPD",
  "charge": 0,
  "e_homo_ev": [-9.913, -9.894],
  "multiplicity": 2,
  "max_force_ev_per_a": 0.70,
  "e_above_lowest_kcal_mol": 1.1,
  "total_energy_ev": -15035.727,
  "gap_ev": [10.669, 7.188],
  "species": ["S", "H", "O", "C", "C", "H", "H", "H", "H"],
  "coordinates": [[-1.05, -2.85, -3.19], [-0.87, -1.72, -3.90], [1.00, 0.82, 2.67], [0.68, 0.26, 1.66], [-0.04, 0.93, 0.52], [0.89, -0.81, 1.53], [0.01, 0.31, -0.37], [0.46, 1.89, 0.32], [-1.08, 1.18, 0.76]]
}


{
  "formula": "C5H4OS3",
  "method": "ωB97M-V/def2-TZVPD",
  "charge": 0,
  "e_homo_ev": [-6.002, -5.729],
  "max_force_ev_per_a": 4.68,
  "e_above_lowest_kcal_mol": 48.0,
  "total_energy_ev": -39798.703,
  "gap_ev": [3.927, 3.445],
  "species": ["C", "C", "C", "C", "C", "O", "S", "S", "S", "H", "H", "H", "H"],
  "coordinates": [[1.46, 0.14, -0.66], [0.42, 0.95, -0.14], [1.72, -0.93, 0.13], [0.17, 0.67, 1.19], [-0.72, 1.22, 2.02], [-1.42, 1.86, 2.72], [1.00, -0.84, 1.70], [-1.82, -0.72, -1.81], [-1.95, -1.82, -0.21], [1.81, 0.43, -1.71], [-0.21, 1.75, -0.55], [2.46, -1.61, -0.01], [-2.94, -1.09, -2.66]]
}


{
  "formula": "C5H13NSi",
  "method": "ωB97M-V/def2-TZVPD",
  "smiles": "C[Si](C)(C)N1CC1",
  "charge": 0,
  "e_homo_ev": -8.627,
  "max_force_ev_per_a": 4.19,
  "e_above_lowest_kcal_mol": 47.4,
  "total_energy_ev": -14762.006,
  "gap_ev": 9.528,
  "species": ["C", "Si", "C", "C", "N", "C", "C", "H", "H", "H", "H", "H", "H", "H", "H", "H", "H", "H", "H", "H"],
  "coordinates": [[0.67, 0.76, -2.07], [0.52, 0.08, -0.20], [1.76, -1.29, 0.36], [1.26, 1.45, 0.94], [-1.15, -0.50, 0.55], [-2.26, -1.33, 0.24], [-2.41, 0.13, 0.49], [0.24, 1.81, -1.93], [1.69, 0.71, -2.48], [0.02, 0.18, -2.76], [2.68, -0.90, 0.76], [1.23, -1.67, 1.16], [2.02, -2.19, -0.36], [2.37, 1.44, 1.00], [1.01, 2.51, 0.64], [0.90, 1.25, 2.00], [-2.60, -2.10, 1.08], [-2.46, -1.76, -0.78], [-2.59, 1.00, -0.21], [-2.88, 0.41, 1.56]]
}


{
  "formula": "C2H4Cl2N2",
  "method": "ωB97M-V/def2-TZVPD",
  "charge": 0,
  "e_homo_ev": -9.315,
  "max_force_ev_per_a": 4.74,
  "e_above_lowest_kcal_mol": 73.2,
  "total_energy_ev": -30160.524,
  "gap_ev": 9.110,
  "species": ["C", "C", "N", "N", "Cl", "Cl", "H", "H", "H", "H"],
  "coordinates": [[0.27, 0.16, 0.18], [-0.59, 1.07, -0.45], [1.31, 0.33, 0.80], [-0.54, -1.61, -0.21], [0.45, 2.20, -1.60], [0.63, -2.68, 0.40], [-1.03, 1.71, 0.29], [-1.30, 0.54, -1.03], [2.01, -0.36, 1.13], [-1.22, -1.36, 0.50]]
}


{
  "formula": "C3H6N2O",
  "method": "ωB97M-V/def2-TZVPD",
  "smiles": "c1c[nH]cn1.O",
  "charge": 0,
  "e_homo_ev": -8.932,
  "max_force_ev_per_a": 2.77,
  "e_above_lowest_kcal_mol": 31.9,
  "total_energy_ev": -8235.317,
  "gap_ev": 9.337,
  "species": ["C", "C", "N", "C", "N", "H", "H", "H", "H", "O", "H", "H"],
  "coordinates": [[1.45, -1.46, 0.12], [1.36, -0.07, 0.32], [0.36, 0.33, -0.53], [-0.24, -0.78, -1.02], [0.48, -1.84, -0.78], [2.36, -2.00, 0.34], [1.87, 0.60, 0.99], [0.03, 1.28, -0.52], [-1.22, -0.79, -1.45], [-2.57, 1.57, 0.79], [-1.90, 0.86, 0.76], [-1.97, 2.32, 0.98]]
}


{
  "formula": "C3H14NO4",
  "method": "ωB97M-V/def2-TZVPD",
  "charge": -1,
  "e_homo_ev": -5.389,
  "max_force_ev_per_a": 5.66,
  "e_above_lowest_kcal_mol": 39.4,
  "total_energy_ev": -13018.208,
  "gap_ev": 9.079,
  "species": ["C", "O", "C", "C", "N", "H", "H", "H", "H", "H", "H", "H", "H", "H", "H", "O", "H", "H", "O", "H", "H", "O"],
  "coordinates": [[1.25, -1.03, 0.18], [0.75, 0.26, 0.56], [0.36, -2.02, 1.06], [0.28, -1.68, 2.55], [-1.01, -2.10, 0.51], [2.12, -0.99, 0.85], [1.36, -1.35, -0.84], [0.81, -3.00, 1.05], [-0.19, -0.69, 2.47], [-0.07, -2.37, 3.28], [1.21, -1.10, 2.84], [-1.66, -1.72, 1.19], [-1.02, -1.65, -0.39], [-0.86, 0.94, -1.80], [0.29, 0.68, -0.28], [-0.26, 1.57, -1.38], [0.69, 1.54, -3.70], [0.11, 2.36, -2.68], [0.65, 2.49, -3.57], [-1.69, 3.97, -1.04], [-1.29, 2.53, -0.55], [-1.82, 3.35, -0.31]]
}


{
  "formula": "C5H8N2",
  "method": "ωB97M-V/def2-TZVPD",
  "smiles": "Cc1cn(C)cn1",
  "charge": 0,
  "e_homo_ev": -8.367,
  "max_force_ev_per_a": 0.91,
  "e_above_lowest_kcal_mol": 24.9,
  "total_energy_ev": -8293.917,
  "gap_ev": 9.210,
  "species": ["C", "C", "C", "N", "C", "C", "N", "H", "H", "H", "H", "H", "H", "H", "H"],
  "coordinates": [[2.33, 0.08, -0.49], [1.19, 0.36, 0.44], [0.06, 0.90, -0.09], [-1.01, 0.27, 0.51], [-2.17, -0.07, -0.32], [-0.44, -0.59, 1.42], [0.86, -0.54, 1.43], [3.15, -0.49, -0.07], [1.84, -0.61, -1.20], [2.70, 0.94, -1.05], [-0.10, 1.55, -0.95], [-1.83, -0.54, -1.25], [-2.81, -0.79, 0.18], [-2.75, 0.82, -0.58], [-1.01, -1.28, 2.03]]
}


{
  "formula": "C18H32GdNO5P2S",
  "method": "ωB97M-V/def2-TZVPD",
  "charge": 0,
  "e_homo_ev": [-7.757, -7.757],
  "multiplicity": 8,
  "max_force_ev_per_a": 2.98,
  "total_energy_ev": -81158.651,
  "gap_ev": [7.538, 8.115],
  "species": ["C", "C", "N", "C", "C", "C", "C", "P", "Gd", "P", "C", "C", "C", "C", "C", "C", "C", "O", "O", "H", "H", "H", "C", "C", "H", "H", "H", "H", "C", "C", "H", "H", "H", "H", "H", "H", "H", "H", "H", "H", "H", "H", "H", "H", "H", "H", "H", "H", "H", "H", "H", "H", "C", "S", "O", "O", "O", "H", "H", "H"],
  "coordinates": [[-0.80, 3.86, -1.84], [-0.86, 2.51, -1.43], [-0.03, 2.05, -0.43], [0.84, 2.92, 0.16], [0.89, 4.27, -0.19], [0.06, 4.75, -1.20], [-1.79, 1.60, -2.11], [-2.35, 0.11, -1.22], [-0.08, -0.34, 0.28], [2.38, 0.69, 1.14], [1.75, 2.43, 1.29], [-0.15, -2.81, 0.19], [-1.23, -3.45, 0.79], [-1.12, -4.83, 1.03], [0.01, -5.55, 0.64], [1.08, -4.87, 0.03], [0.98, -3.48, -0.22], [-0.74, 0.62, -4.21], [0.34, -1.35, -3.29], [-1.47, 4.17, -2.64], [1.59, 4.90, 0.33], [0.08, 5.79, -1.49], [-3.73, 0.74, -0.21], [-3.21, -0.92, -2.45], [2.64, 3.07, 1.32], [1.22, 2.48, 2.24], [-1.17, 1.12, -3.33], [-2.68, 2.14, -2.49], [2.96, 0.39, 2.83], [3.93, 0.90, 0.23], [-2.11, -2.89, 1.10], [-1.97, -5.35, 1.51], [0.07, -6.62, 0.83], [1.97, -5.42, -0.28], [1.81, -2.94, -0.70], [0.74, -1.07, -2.13], [-0.25, -2.12, -3.09], [-0.19, -0.42, -3.83], [-0.09, 1.19, -4.68], [1.12, -0.76, -1.32], [-4.62, 0.90, -0.85], [-3.96, 0.00, 0.57], [-3.45, 1.68, 0.27], [-4.06, -0.38, -2.88], [-2.53, -1.23, -3.26], [-3.57, -1.83, -1.94], [4.70, 1.40, 0.86], [4.29, -0.09, -0.06], [3.76, 1.49, -0.68], [3.90, 0.91, 3.02], [2.19, 0.68, 3.55], [3.12, -0.70, 2.94], [-0.47, -1.84, 4.15], [-1.06, -0.22, 3.66], [-2.38, 0.01, 4.27], [-0.03, 0.75, 3.91], [-1.23, -0.42, 2.14], [-1.25, -2.57, 3.93], [-0.26, -1.81, 5.23], [0.45, -2.08, 3.60]]
}